#a
Density functional theory data (the ωB97M-V functional and the def2-TZVPD basis) for a cluster of 5 separate species, CH14N2O4 in total.

Last column: Mulliken charge in e.
Element x y z (Å)
N  -1.41705  1.07392  -0.24981  -0.53
C  -1.00531  -0.34174  -0.20047  -0.27
N  0.48242  -0.43271  -0.45511  -0.57
H  -2.02699  1.19994  0.55728  0.22
H  -0.53088  1.59097  -0.22091  0.29
H  -1.03742  -0.92179  0.72605  0.32
H  -1.47156  -0.86814  -1.04713  0.19
H  0.85154  -1.30455  -0.11420  0.21
H  0.73868  -0.36975  -1.42198  0.18
O  -2.71259  2.08386  -2.87234  -0.68
H  -2.25800  2.12207  -2.01359  0.36
H  -3.59992  1.82379  -2.61332  0.30
O  0.18747  -0.95116  -5.60343  -0.64
H  0.37587  -0.05001  -5.86891  0.32
H  0.02418  -0.96450  -4.65710  0.32
O  1.19858  -0.90111  5.59714  -0.62
H  0.60002  -1.64165  5.83553  0.32
H  0.74046  -0.24661  6.14688  0.31
O  3.31025  -0.10733  2.64101  -0.64
H  3.52432  -0.12327  3.58397  0.31
H  4.02592  -0.67024  2.25045  0.32

The multiplicity is 1. The structure (SMILES) is NCN.O.O.O.O. The gap between HOMO and LUMO comes out at 0.373 Eh. The value obtained for the LUMO energy is 0.6 eV. The HOMO energy comes out at -9.6 eV.

***

#b
Density functional theory data (the ωB97M-V functional and the def2-TZVPD basis) for a cluster of 5 separate species, CH14N2O4 in total.

Last column: Mulliken charge in e.
Element x y z (Å)
N  -1.46903  0.06643  2.22409  -0.67
C  -0.75668  0.22708  0.93349  -0.20
N  -0.98077  1.63219  0.44682  -0.67
H  -1.46072  0.85254  2.86291  0.24
H  -0.95041  -0.63283  2.76308  0.27
H  0.31840  0.09420  1.03567  0.25
H  -1.19165  -0.54988  0.32355  0.23
H  -1.94805  1.86906  0.70568  0.25
H  -0.45804  2.12678  1.16973  0.27
O  0.68442  -0.55053  -3.39634  -0.65
H  0.42105  -0.80181  -4.28512  0.30
H  0.20550  0.17822  -2.99399  0.44
O  -0.13208  1.87595  -2.19306  -0.83
H  0.58406  1.75801  -2.80435  0.29
H  -0.48704  1.68113  -1.27770  0.49
O  1.63382  -0.82228  -0.54282  -0.58
H  2.44001  -0.33966  -0.43033  0.29
H  1.60218  -1.08739  -1.47895  0.30
O  0.53173  -2.19702  2.91361  -0.63
H  0.14341  -2.91390  2.42730  0.31
H  0.82360  -2.60492  3.73581  0.29

The multiplicity is 1. The structure (SMILES) is NCN.O.O.O.O. The gap between HOMO and LUMO comes out at 0.361 Eh. The value obtained for the LUMO energy is 0.7 eV. The HOMO energy comes out at -9.2 eV.

***

Which is most stable, and by how much? #a, by 0.054 eV.

***

#a
Density functional theory data (the ωB97M-V functional and the def2-TZVPD basis) for a cluster of 2 separate species, C5H15N2O in total.

Last column: Mulliken charge in e.
Element x y z (Å)
C  -0.05159  0.47540  -1.30219  -0.37
C  0.44709  -0.86769  -0.81913  -0.90
C  1.16945  -0.90456  0.48216  0.95
C  2.31632  -1.54505  0.62392  -1.32
C  -0.93898  -0.32242  1.64170  -0.87
N  0.53875  -0.20551  1.53015  -0.30
N  0.98813  1.47123  -0.84204  -0.25
H  -0.98255  0.80840  -0.80559  -0.01
H  -0.44715  0.49947  -2.30763  0.49
H  -0.24627  -1.71133  -0.95260  0.43
H  1.12653  -1.20169  -1.61874  0.38
H  2.93841  -1.70793  1.49589  0.31
H  2.85167  -2.00001  -0.20409  0.26
H  -1.42911  0.56977  1.23689  0.20
H  -1.40353  -0.36677  2.62499  0.38
H  -1.28316  -1.20073  1.09591  0.30
H  0.86262  -0.32115  2.46877  0.31
H  1.91204  1.12949  -1.13218  0.34
H  0.91133  2.41240  -1.22531  0.35
H  0.98065  1.40671  0.19190  0.35
H  -3.68790  1.04239  0.02419  0.30
H  -3.49903  1.33836  -1.52413  0.28
O  -3.07372  1.20124  -0.68285  -0.61

The multiplicity is 1. The charge is +1. The gap between HOMO and LUMO comes out at 0.336 Eh. The value obtained for the LUMO energy is -3.1 eV. The HOMO energy comes out at -12.2 eV.

***

#b
Density functional theory data (the ωB97M-V functional and the def2-TZVPD basis) for a cluster of 2 separate species, C5H15N2O in total.

Last column: Mulliken charge in e.
Element x y z (Å)
N  -1.77442  5.16358  1.57659  -0.65
C  0.84634  -0.56714  -0.13904  -0.09
C  -0.38900  -0.12773  0.54575  0.57
C  -0.41651  -0.42603  2.04975  -1.29
O  -0.71352  1.26150  0.30646  -0.40
C  0.79163  -0.92239  -1.59458  -0.75
N  1.28970  -2.20218  -2.05996  -0.33
C  0.83136  -3.27240  -1.16763  -0.87
H  -2.07341  4.30228  1.12415  0.20
H  -1.50580  5.79640  0.82686  0.22
H  -2.55465  5.55021  2.09135  0.23
H  1.79698  -0.19281  0.25909  0.41
H  -1.21492  -0.67513  0.07441  0.20
H  -0.97469  -1.33651  2.25317  0.36
H  -0.98962  0.39364  2.47995  0.38
H  0.57949  -0.42503  2.49454  0.36
H  -0.01492  1.64005  -0.26032  0.33
H  1.25920  -0.14316  -2.21646  0.45
H  -0.26884  -0.94380  -1.87170  0.40
H  2.28595  -2.24837  -2.23665  0.29
H  -0.22504  -3.15849  -0.92446  0.33
H  1.00090  -4.24065  -1.63237  0.32
H  1.38517  -3.23995  -0.21268  0.31

The multiplicity is 1. The charge is +1. The gap between HOMO and LUMO comes out at 0.148 Eh. The value obtained for the LUMO energy is -8.1 eV. The HOMO energy comes out at -12.2 eV.

***

#c
Density functional theory data (the ωB97M-V functional and the def2-TZVPD basis) for a cluster of 2 separate species, C5H15N2O in total.

Last column: Mulliken charge in e.
Element x y z (Å)
C  -0.93609  -1.57951  2.03062  -1.22
C  0.05898  -0.63753  1.30462  0.11
C  0.69691  -1.45818  0.24194  -0.45
C  1.09249  -0.72390  -0.91680  -0.79
C  1.80015  0.42300  -1.07775  -0.51
N  1.82163  1.29558  -2.13111  -0.45
N  -0.46184  0.73886  0.75548  -0.21
H  -1.89677  -1.69369  1.36105  0.36
H  -1.26637  -0.94019  2.99719  0.34
H  -0.52668  -2.56743  2.29965  0.37
H  0.77575  -0.14366  2.04063  0.27
H  -0.01161  -2.21539  -0.09555  0.42
H  1.53164  -2.13037  0.69229  0.30
H  1.05635  -1.32586  -1.76549  0.38
H  2.26367  0.82326  -0.23089  0.48
H  1.87603  0.95018  -3.11988  0.27
H  2.57494  2.02931  -2.06965  0.26
H  -0.15060  0.96966  -0.22482  0.36
H  -0.08930  1.51915  1.35349  0.38
H  -1.43995  0.52072  0.69118  0.35
H  -3.11532  1.18403  -1.22079  0.32
H  -3.75829  1.21307  -0.07493  0.27
O  -2.95208  1.42786  -0.31248  -0.61

The multiplicity is 1. The charge is +1. The gap between HOMO and LUMO comes out at 0.326 Eh. The value obtained for the LUMO energy is -2.9 eV. The HOMO energy comes out at -11.8 eV.

***

#d
Density functional theory data (the ωB97M-V functional and the def2-TZVPD basis) for a cluster of 2 separate species, C5H15N2O in total.

Last column: Mulliken charge in e.
Element x y z (Å)
N  -2.96217  -1.58621  -0.84724  -0.69
C  0.40174  1.20320  1.36757  -0.10
C  -0.46361  0.59767  2.40773  -0.60
O  -1.80911  -0.01264  1.97250  -0.48
C  0.23143  0.59741  -0.00410  -0.15
N  1.39166  -0.00392  -0.77041  0.10
C  2.78184  0.34210  -0.56173  -1.10
C  1.05939  -0.52847  -2.11879  -0.91
H  -2.96472  -2.07798  0.07202  0.22
H  -3.67096  -2.15374  -1.34145  0.27
H  -3.43295  -0.70141  -0.61618  0.21
H  0.70583  2.21242  1.58071  0.39
H  -0.69934  1.34919  3.20995  0.41
H  -0.15280  -0.37719  2.85976  0.25
H  -2.44600  0.68972  2.08108  0.32
H  -0.43868  -0.27505  0.16663  0.34
H  -0.32984  1.28536  -0.71043  0.34
H  3.12973  1.31682  -0.94754  0.34
H  3.44403  -0.50669  -0.88421  0.42
H  2.92752  0.42707  0.49687  0.42
H  0.31129  0.05434  -2.53514  0.36
H  0.92033  -1.62661  -2.11064  0.25
H  2.06539  -0.22537  -2.76696  0.38

The multiplicity is 1. The charge is +1. The gap between HOMO and LUMO comes out at 0.197 Eh. The value obtained for the LUMO energy is -7.4 eV. The HOMO energy comes out at -12.8 eV.

***

Which is most stable, and by how much? #a, by 1.219 eV.

***

#a
Density functional theory data (the ωB97M-V functional and the def2-TZVPD basis) for a cluster of 3 separate species, C5H15N2O in total.

Last column: Mulliken charge in e.
Element x y z (Å)
C  -0.80012  -0.61367  -1.73537  -0.69
C  0.21728  0.45681  -1.27732  -0.60
C  1.12004  -0.01636  -0.15839  0.87
C  2.45822  0.28757  -0.15610  -0.87
C  1.14188  -0.73993  2.19015  -1.22
N  0.53117  -0.72488  0.84200  -0.10
N  -1.77446  -0.77329  -0.68450  -0.42
H  -1.23198  -0.24598  -2.68320  0.41
H  -0.29572  -1.53731  -1.96798  0.38
H  -0.31388  1.34201  -0.91559  0.33
H  0.73124  0.78326  -2.17071  0.42
H  3.08544  0.02648  0.67764  0.27
H  2.89047  0.82076  -0.99426  0.30
H  0.54976  -1.42403  2.78845  0.48
H  2.11497  -1.22548  2.13099  0.41
H  1.22825  0.27392  2.57034  0.38
H  -0.49336  -0.66509  0.91636  0.08
H  -2.52216  -1.42302  -0.88473  0.24
H  -2.10978  0.11786  -0.37107  0.19
H  -1.11984  -0.01065  1.78447  0.25
H  -1.62155  1.38443  1.24454  0.18
H  -2.59748  2.44861  0.83725  0.29
O  -1.96444  1.82586  0.45651  -0.57

The multiplicity is 1. The charge is +1. The gap between HOMO and LUMO comes out at 0.204 Eh. The value obtained for the LUMO energy is -7.7 eV. The HOMO energy comes out at -13.3 eV.

***

#b
Density functional theory data (the ωB97M-V functional and the def2-TZVPD basis) for a cluster of 2 separate species, C5H15N2O in total.

Last column: Mulliken charge in e.
Element x y z (Å)
C  1.72519  1.69847  1.20621  -0.90
C  -0.85630  -1.76130  1.12552  -1.07
C  -1.15581  0.65494  1.30830  -1.12
C  -0.43695  -0.59052  -2.95335  -0.80
C  0.73687  -0.41090  0.14186  0.34
N  1.51816  0.70404  0.07566  -0.32
N  -0.39977  -0.44741  0.76689  0.09
O  -0.17487  0.21085  -1.76882  -0.43
H  1.42364  2.66927  0.85969  0.30
H  1.11998  1.16589  2.01392  0.35
H  2.73653  1.69484  1.54764  0.29
H  -0.82010  -1.87483  2.25491  0.39
H  -1.88733  -2.00471  0.77466  0.35
H  -0.34828  -2.69549  0.94154  0.38
H  -1.52230  0.40052  2.33407  0.31
H  -0.57975  1.53351  1.30840  0.55
H  -2.11965  0.78718  0.65633  0.28
H  -1.37711  -1.16742  -2.66703  0.28
H  0.34235  -1.20129  -3.38490  0.29
H  -0.96146  0.02710  -3.64042  0.36
H  1.08620  -1.35938  -0.13390  0.49
H  2.04510  0.84429  -0.78186  0.27
H  -0.09435  1.12238  -1.98532  0.32

The multiplicity is 1. The charge is +1. The gap between HOMO and LUMO comes out at 0.393 Eh. The value obtained for the LUMO energy is -3.0 eV. The HOMO energy comes out at -13.7 eV.

***

Which is most stable, and by how much? #b, by 3.524 eV.